{"formula": "C2H4F2NOPS", "method": "ωB97M-V with the def2-TZVPD basis set", "relative_energy_ev": 2.567, "spin_multiplicity": 1, "lumo_energy_ev": -0.591, "smiles": "[H]/N=C(\\C)OP(F)(F)=S", "homo_ha": -0.378, "species": ["H", "N", "C", "C", "O", "P", "F", "F", "S", "H", "H", "H"], "xyz": [[0.9252, -2.5301, 1.0267], [1.5389, -1.9001, 0.3584], [0.6427, -0.9588, 0.0842], [-0.8457, -1.0912, 0.6159], [0.8312, 0.3281, -0.5798], [0.0510, 2.0505, -0.8770], [0.3945, 2.1333, -2.3981], [1.3716, 2.8761, -0.4427], [-1.6075, 2.5744, -0.1218], [-1.3881, -0.5191, -0.1501], [-1.0906, -2.2205, 0.8424], [-0.8232, -0.7426, 1.6419]], "atomic_forces_ev_per_a": [[1.765, 1.151, -1.951], [-3.373, 2.645, 0.100], [-0.811, -0.861, 1.872], [2.058, -1.721, -0.420], [-0.181, 0.897, -0.293], [3.648, -2.518, 1.175], [-0.869, -0.442, 0.823], [-2.051, -1.299, -0.146], [0.935, -0.442, -0.664], [-0.831, -0.583, 0.959], [0.105, 2.120, -1.381], [-0.395, 1.053, -0.074]], "mulliken_charge": [0.25, -0.67, 0.72, -1.00, -0.44, 0.81, -0.16, -0.20, -0.22, 0.25, 0.35, 0.31]}

{"formula": "C2H4F2S", "method": "ωB97M-V with the def2-TZVPD basis set", "relative_energy_ev": 2.967, "spin_multiplicity": 1, "lumo_energy_ev": [-0.971, -0.970], "homo_ha": [-0.363, -0.363], "species": ["C", "C", "F", "F", "S", "H", "H", "H", "H"], "xyz": [[-1.1976, 0.1859, -0.1441], [0.2753, 0.0719, 0.3266], [1.1366, -1.7963, -0.5796], [0.4974, -0.2990, 1.6084], [1.4895, 1.0441, -0.4397], [-1.8628, 0.1139, 0.6632], [-1.4155, 0.9963, -0.8412], [-1.3441, -0.7129, -0.8224], [2.4212, 0.3961, 0.2287]], "atomic_forces_ev_per_a": [[2.160, -2.047, -1.755], [0.138, -0.971, -0.271], [-1.208, 2.064, 1.081], [-0.582, 0.451, -2.284], [-1.112, -0.398, 0.368], [-0.832, 0.056, 1.125], [0.465, 0.398, 0.515], [0.225, 0.659, 1.001], [0.746, -0.212, 0.219]], "mulliken_charge": [-1.06, 0.77, -0.64, -0.14, -0.10, 0.31, 0.35, 0.34, 0.18]}

{"formula": "C2H4F2Si", "method": "ωB97M-V with the def2-TZVPD basis set", "relative_energy_ev": 6.753, "spin_multiplicity": 1, "lumo_energy_ev": -0.960, "homo_ha": -0.322, "species": ["C", "C", "F", "F", "Si", "H", "H", "H", "H"], "xyz": [[1.6231, -0.8642, 0.1500], [1.9071, 0.2865, -0.4142], [0.7613, -1.7354, -0.4460], [2.7486, 1.1257, 0.1684], [-1.4735, 0.7325, -0.6104], [2.1566, -1.2704, 1.0124], [-2.1740, -0.4980, -0.2134], [1.2050, 0.5649, -1.2404], [-1.0774, 1.1012, 0.7354]], "atomic_forces_ev_per_a": [[0.781, -1.256, 0.371], [-2.149, -0.432, -0.569], [0.234, 0.638, 0.321], [0.157, 0.473, -0.299], [0.099, 0.338, -1.400], [-0.391, 0.024, -0.221], [-0.328, -0.578, 0.337], [1.384, 0.592, 0.336], [0.212, 0.201, 1.126]], "mulliken_charge": [-0.08, -0.06, -0.23, -0.23, 0.16, 0.32, -0.07, 0.27, -0.06]}

{"formula": "C2H4F3HgO4S", "method": "ωB97M-V with the def2-TZVPD basis set", "s2": 0.753, "spin_multiplicity": 2, "lumo_energy_ev": [0.048, -3.084], "homo_ha": [-0.350, -0.376], "species": ["Hg", "O", "S", "O", "O", "C", "F", "F", "F", "H", "O", "C", "H", "H", "H"], "xyz": [[3.0323, -0.3032, 1.1996], [1.2104, 0.9552, 1.1080], [0.4706, 0.4130, -0.4967], [1.4537, -0.7292, -0.4660], [0.6592, 1.7557, -1.0877], [-0.4493, -0.2806, -1.9958], [-0.8805, -1.5259, -1.7869], [-1.5030, 0.4671, -2.3288], [0.3690, -0.3098, -3.0527], [0.8481, 1.8644, 1.2979], [-0.9715, 0.2703, 0.3845], [-1.0396, -0.4995, 1.5853], [-0.3616, -1.3625, 1.5478], [-0.7582, 0.1228, 2.4402], [-2.0797, -0.8379, 1.6515]], "atomic_forces_ev_per_a": [[0.527, -0.210, 0.088], [-0.896, 1.535, 0.511], [-1.152, 1.220, -0.629], [-0.712, 0.578, 0.046], [-0.146, -1.900, 1.006], [0.059, 0.108, 0.002], [-0.054, -0.203, 0.188], [0.059, 0.041, 0.199], [0.141, 0.033, 0.111], [0.784, -1.170, -0.266], [1.174, 0.016, -1.242], [0.336, -0.068, 0.081], [-0.227, 0.104, -0.056], [-0.202, -0.160, -0.083], [0.309, 0.076, 0.045]], "mulliken_charge": [0.69, -0.77, 1.50, -0.81, -0.70, 0.62, -0.25, -0.23, -0.22, 0.26, -0.33, -0.50, 0.27, 0.22, 0.25]}

{"formula": "C2H4F3N", "method": "ωB97M-V with the def2-TZVPD basis set", "relative_energy_ev": 4.599, "spin_multiplicity": 1, "lumo_energy_ev": 1.112, "smiles": "C[C@H](F)N(F)F", "homo_ha": -0.406, "species": ["C", "C", "F", "N", "F", "F", "H", "H", "H", "H"], "xyz": [[-1.1087, 0.1500, 0.2940], [0.1684, -0.4178, -0.2345], [0.1998, -1.8008, -0.0519], [1.3212, 0.1330, 0.4058], [2.3688, -0.2577, -0.2381], [1.1872, 1.4746, 0.0679], [-0.9685, 0.6073, 1.3384], [-1.3984, 0.9304, -0.3838], [-1.9030, -0.6309, 0.2188], [0.1332, -0.1882, -1.4165]], "atomic_forces_ev_per_a": [[-0.417, 0.272, 1.601], [-1.713, -1.068, -3.414], [0.381, 0.892, -0.004], [-2.188, 0.794, 2.434], [2.911, -1.023, -1.900], [0.230, 0.752, -0.128], [-0.482, -0.978, -1.430], [-0.246, 0.587, -0.060], [0.707, 0.574, 0.455], [0.817, -0.801, 2.447]], "mulliken_charge": [-1.09, 0.53, -0.29, -0.02, -0.12, -0.18, 0.30, 0.31, 0.31, 0.23]}

{"formula": "C2H4F3N", "method": "ωB97M-V with the def2-TZVPD basis set", "relative_energy_ev": 3.738, "spin_multiplicity": 1, "lumo_energy_ev": 0.813, "homo_ha": -0.270, "species": ["C", "C", "N", "F", "F", "F", "H", "H", "H", "H"], "xyz": [[-0.9164, -0.2129, 0.4730], [1.4180, -0.4445, -0.0088], [-1.2845, 0.7546, -0.3581], [-1.3282, -1.4586, 0.1573], [2.4346, -0.5578, 0.8773], [1.6223, 0.7369, -0.6390], [-0.6395, 0.0625, 1.5182], [1.3891, -1.3606, -0.5311], [-1.4032, 0.7109, -1.3699], [-1.2923, 1.7695, -0.1189]], "atomic_forces_ev_per_a": [[4.629, -0.380, 0.440], [-2.659, 1.027, 1.981], [-1.408, 3.000, -1.177], [-0.169, 0.702, 0.478], [0.036, 0.019, 0.696], [-0.051, -0.406, -0.812], [-1.141, -0.656, -0.947], [0.215, -0.608, -1.725], [0.332, -0.992, 0.583], [0.216, -1.707, 0.484]], "mulliken_charge": [-0.03, 0.12, -0.33, -0.26, -0.26, -0.25, 0.36, 0.19, 0.22, 0.23]}

Ordered E_tot results: -1147.8928; -676.4163; -567.6748; -1230.6514; -432.8067; -432.8383; unit Eh.